(1)
{
  "formula": "C24H42N2O9P2S2Ti",
  "method": "ωB97M-V with the def2-TZVPD basis set",
  "lumo_ev": 0.434,
  "homo_ev": -6.34,
  "homo_lumo_gap_ev": 6.771,
  "symbols": ["H", "O", "C", "H", "H", "H", "C", "P", "O", "C", "P", "H", "H", "O", "H", "H", "H", "S", "C", "H", "H", "H", "C", "H", "C", "H", "N", "H", "C", "O", "H", "C", "H", "C", "H", "H", "C", "C", "S", "C", "O", "H", "H", "H", "H", "C", "C", "H", "C", "Ti", "C", "H", "N", "C", "H", "H", "H", "H", "H", "O", "C", "H", "H", "C", "O", "C", "O", "H", "C", "H", "H", "H", "H", "H", "C", "C", "H", "C", "O", "H", "H", "H"],
  "positions_angstrom": [[-5.36, 1.01, 0.00], [-1.19, 0.55, 4.53], [2.56, -0.01, -3.45], [2.81, 1.02, 4.81], [-1.26, 4.75, 0.67], [-3.63, 0.01, -2.33], [-0.47, 3.68, -1.02], [-1.95, 1.80, 0.96], [1.08, 1.13, 3.83], [-4.46, 2.81, 2.83], [-0.29, 0.75, 3.23], [-1.65, 2.74, 3.08], [2.04, 0.72, 7.03], [1.21, 1.39, 1.17], [2.38, -1.17, 3.73], [-1.28, -1.84, 5.67], [1.01, -1.45, 4.81], [-0.59, -4.15, -1.89], [-0.96, 2.23, 2.40], [-3.59, -0.65, -3.97], [1.04, 1.98, 6.32], [-5.46, 3.08, 3.16], [1.98, -0.96, 4.72], [2.78, -1.53, -4.94], [-0.47, -2.22, -0.13], [-1.55, -0.19, -5.66], [1.21, -0.60, -1.59], [-0.15, 0.79, -5.21], [1.53, -2.18, -3.33], [-2.48, 3.14, 0.34], [-2.19, -5.14, -0.34], [-1.63, 4.21, -0.20], [-0.83, 3.03, -1.82], [-3.21, 0.15, 5.69], [2.64, -1.37, 5.49], [-3.87, 2.56, 3.71], [-3.31, 0.20, -3.36], [-1.23, 0.68, -5.08], [-1.53, 0.43, -3.32], [-5.36, 1.89, 0.64], [-3.24, 1.10, 1.53], [2.14, 1.22, -1.72], [-1.72, 1.57, -5.46], [-3.42, 5.40, -0.39], [-2.76, -2.41, 4.91], [1.84, 0.53, 4.93], [1.98, 0.28, -2.22], [0.24, 3.11, -0.42], [-4.55, 1.63, 1.89], [0.38, -0.29, 0.33], [0.04, -2.64, -1.34], [-3.49, 1.20, 5.55], [2.13, 0.38, 0.72], [-1.39, -3.20, 0.35], [3.18, 0.73, -3.94], [-4.12, -0.45, 5.76], [-4.99, 0.78, 2.43], [-4.96, 2.73, 0.08], [-1.31, -2.14, 3.92], [1.98, -0.79, 1.45], [1.28, 0.92, 6.28], [1.34, -3.16, -3.75], [0.39, 0.35, 6.54], [-2.34, -0.34, 4.56], [-1.30, 0.91, -0.04], [-1.55, -4.27, -0.48], [3.24, 0.73, 0.25], [-6.39, 2.12, 0.92], [-1.89, -1.77, 4.77], [-2.86, -0.25, 3.61], [-4.02, 3.68, 2.33], [0.05, 4.53, -1.45], [-2.68, 0.07, 6.65], [-3.83, 1.09, -3.72], [0.96, -1.81, -2.12], [-2.57, 5.09, -0.99], [-2.03, 5.98, -1.33], [2.33, -1.26, -3.99], [-0.54, -0.41, 2.32], [-2.93, 4.56, -1.87], [-0.14, 2.90, 2.12], [-1.92, -3.11, 1.29]],
  "mulliken_charge": [0.34, 0.12, -1.06, 0.32, 0.20, 0.18, -1.07, 0.33, -0.26, -1.15, 0.22, 0.75, 0.49, -0.95, 0.19, 0.30, 0.13, -0.33, -1.33, 0.41, 0.35, 0.50, -0.98, 0.42, -0.07, 0.33, 0.79, 0.27, -0.93, 0.10, 0.47, 0.54, 0.11, -1.71, 0.46, 0.13, -1.04, -1.10, 0.39, -1.40, -0.18, 0.45, 0.33, 0.36, 0.49, 0.48, -0.17, 0.17, 0.71, -0.93, 0.30, 0.34, 0.93, -0.60, 0.45, 0.38, 0.41, 0.17, 0.24, -0.38, -1.35, 0.45, 0.16, 1.85, -0.50, -0.49, -0.81, 0.49, -1.61, -0.36, 0.20, 0.54, 0.38, 0.33, 1.09, -1.61, 0.46, -0.49, 0.56, 0.30, 0.62, 0.34]
}

(2)
{
  "formula": "C24H42N2O9P2S2Ti",
  "method": "ωB97M-V with the def2-TZVPD basis set",
  "lumo_ev": 0.368,
  "homo_ev": -6.82,
  "homo_lumo_gap_ev": 7.186,
  "symbols": ["H", "H", "H", "H", "C", "H", "H", "O", "H", "C", "S", "H", "O", "H", "C", "C", "O", "C", "H", "C", "O", "C", "H", "C", "H", "C", "H", "H", "H", "O", "O", "S", "C", "H", "H", "Ti", "C", "H", "H", "H", "H", "C", "H", "H", "C", "H", "H", "H", "H", "O", "H", "C", "H", "P", "N", "H", "H", "H", "H", "C", "C", "C", "H", "C", "C", "H", "C", "O", "H", "C", "H", "H", "C", "H", "H", "C", "H", "H", "P", "C", "N", "O"],
  "positions_angstrom": [[1.01, 3.38, -4.27], [-2.28, -0.13, -2.43], [3.04, -1.28, -3.37], [-3.74, 3.25, 0.18], [-1.56, -0.36, -1.64], [-1.00, -2.71, -3.59], [-3.38, -2.94, 2.76], [-0.31, -2.69, 1.41], [3.24, 3.21, 0.48], [-3.08, 2.58, 0.73], [2.44, -0.82, 5.26], [-2.25, 3.03, -2.42], [-1.08, 0.04, 0.99], [-0.13, -2.38, -5.12], [3.34, -1.03, 2.59], [-3.86, 1.93, 1.86], [1.02, 0.03, -0.88], [0.98, -1.92, -3.33], [2.76, -2.94, -3.94], [3.85, -1.18, 0.33], [-2.69, 1.61, -0.29], [-3.45, -2.03, 0.84], [-1.44, -1.48, -1.54], [-3.37, -1.94, 2.34], [-3.23, 1.25, 2.43], [5.63, -1.17, 1.91], [-4.73, 1.38, 1.49], [5.91, -1.31, -0.23], [3.45, -1.23, -0.67], [-0.84, -3.01, -0.83], [-3.45, -0.66, 0.28], [1.50, 1.80, 1.38], [-0.03, -2.74, -4.09], [2.83, 1.83, -0.57], [2.99, 1.69, 3.27], [0.76, -1.07, 0.97], [2.08, 2.23, 3.03], [3.84, 1.57, 0.87], [5.00, -1.05, 3.96], [6.69, -1.21, 2.15], [-1.21, 2.65, 1.79], [0.37, 2.58, -4.65], [2.33, -1.57, -4.98], [2.25, 3.31, 3.10], [0.75, -0.67, 5.45], [-0.93, 4.16, -2.78], [-2.44, -1.46, 2.64], [-4.72, -2.71, -0.76], [1.02, -2.24, -2.29], [0.52, -0.50, -3.35], [-2.57, -2.55, 0.45], [2.36, -1.92, -3.94], [-4.21, 2.72, 2.54], [-2.15, 0.15, -0.04], [2.95, -1.06, 1.30], [0.33, -0.57, 6.44], [-2.16, 4.15, 1.85], [-1.28, 3.71, 0.37], [0.99, 1.72, -4.91], [0.09, -0.73, 4.26], [-1.86, 3.32, 1.21], [-1.55, 3.35, -3.19], [-1.28, 1.38, -4.00], [4.70, -1.07, 2.92], [-4.71, -2.68, 0.33], [0.30, -3.78, -4.11], [-0.66, 2.20, -3.62], [1.32, -2.66, -0.06], [1.31, 1.94, 3.74], [3.01, 2.14, 0.46], [-4.77, -3.70, 0.70], [-2.10, 3.74, -4.04], [2.24, -0.95, 3.54], [-5.59, -2.13, 0.67], [-4.23, -1.38, 2.74], [5.21, -1.22, 0.59], [-0.12, 2.94, -5.56], [-0.99, -0.66, 4.19], [0.09, 0.21, -2.03], [0.94, -0.88, 3.12], [-0.04, -2.55, 0.08], [0.04, 1.73, -2.43]],
  "mulliken_charge": [0.32, 0.87, 0.35, 0.33, -0.32, 0.30, 0.43, -0.89, 0.45, 0.48, -0.28, 0.16, 1.32, 0.38, 0.79, -1.17, 0.15, 1.75, 0.38, -0.67, -0.13, 1.55, -0.15, -0.89, 0.11, -0.56, 0.28, 0.47, 0.47, -0.92, -0.20, 0.72, -1.62, 0.09, 0.30, -0.98, -1.18, 0.26, 0.43, 0.42, -0.09, -1.52, 0.38, 0.47, -0.54, 0.29, -0.29, 0.40, -0.50, -0.29, -0.20, -1.61, 0.56, -0.80, 0.89, 0.49, 0.53, 0.24, 0.29, -0.66, -0.95, -1.28, 0.34, -1.02, -1.74, 0.38, 0.79, -0.98, 0.28, -1.02, 0.42, 0.43, 0.61, 0.34, 0.35, -0.81, 0.43, 0.28, -0.36, 0.09, 1.75, 0.06]
}

Which structure is most stable, and how do the rest compare? From most to least stable: (2), (1).

(1)
{
  "formula": "C8H24AgO8",
  "method": "ωB97M-V with the def2-TZVPD basis set",
  "total_charge": 1,
  "lumo_ev": -2.725,
  "homo_ev": -12.87,
  "homo_lumo_gap_ev": 10.140,
  "symbols": ["H", "O", "H", "H", "C", "H", "H", "H", "C", "H", "Ag", "O", "H", "H", "H", "O", "H", "O", "H", "C", "H", "H", "H", "H", "C", "H", "H", "O", "O", "O", "H", "H", "H", "C", "H", "C", "C", "H", "H", "C", "O"],
  "positions_angstrom": [[0.72, 2.99, -0.44], [-4.77, -1.91, -1.00], [1.67, -1.67, -4.19], [-2.81, 0.14, -0.68], [1.72, -1.14, -3.28], [2.99, -1.09, 1.17], [3.60, 1.05, -1.91], [3.27, 0.20, -3.89], [-3.58, -1.87, -0.30], [-1.33, 1.80, -0.58], [0.85, 0.08, -0.63], [2.02, -0.78, 1.11], [0.92, 0.40, 2.27], [0.93, -2.64, -2.76], [-0.99, 4.22, -0.08], [1.53, -0.76, 4.66], [3.72, -1.29, -3.05], [-1.27, -1.14, -0.37], [-3.15, -2.89, -0.32], [-2.55, -0.95, -0.88], [-2.91, 4.14, 1.85], [-2.65, -1.04, -1.97], [-5.32, -1.23, -0.65], [2.57, -1.91, 3.31], [-0.90, 2.12, 0.34], [2.58, 0.41, 2.63], [-1.13, 1.47, 1.21], [1.22, -1.87, -2.25], [2.85, 0.45, -1.92], [0.53, 2.27, 0.18], [0.81, -1.95, 3.24], [-1.36, -1.21, 0.58], [1.01, -0.31, -3.47], [1.63, -1.39, 3.38], [-0.79, 3.96, 1.53], [3.01, -0.46, -3.07], [1.75, -0.26, 2.37], [-3.82, -1.52, 0.70], [1.62, -1.43, 5.35], [-1.37, 3.50, 0.68], [-2.78, 3.54, 1.11]],
  "mulliken_charge": [0.27, -0.53, 0.60, 0.12, -0.79, 0.31, 0.26, 0.35, -0.71, 0.21, 0.52, -0.53, 0.21, 0.33, 0.26, -0.53, 0.29, -0.26, 0.30, -0.18, 0.32, 0.36, 0.32, 0.32, 0.21, 0.37, 0.25, -0.41, -0.42, -0.48, 0.36, 0.23, 0.25, -0.43, 0.33, -0.21, -0.31, 0.40, 0.30, -0.73, -0.53]
}

(2)
{
  "formula": "C8H24AgO8",
  "method": "ωB97M-V with the def2-TZVPD basis set",
  "total_charge": 1,
  "lumo_ev": -2.377,
  "homo_ev": -12.77,
  "homo_lumo_gap_ev": 10.393,
  "symbols": ["O", "O", "H", "H", "O", "H", "H", "O", "H", "Ag", "H", "H", "H", "C", "H", "C", "H", "H", "H", "H", "H", "C", "H", "O", "C", "O", "C", "H", "H", "H", "H", "H", "C", "C", "H", "O", "O", "H", "H", "C", "H"],
  "positions_angstrom": [[1.05, -2.53, 0.11], [5.17, 1.19, 0.25], [-0.82, -1.31, 3.93], [-2.97, -1.36, 3.14], [0.01, -0.14, 2.40], [4.14, 0.76, -1.49], [2.83, -0.12, 0.49], [1.59, 1.05, -0.59], [2.31, -3.12, -1.41], [-0.22, -0.45, -0.01], [-2.46, 0.26, 2.63], [-0.59, -2.12, 2.40], [-0.69, -3.16, -1.92], [-0.88, -1.17, 2.85], [3.92, 2.39, -0.85], [0.31, -2.84, -2.18], [-3.56, 4.24, -2.18], [-3.53, 3.77, 0.14], [5.46, 0.27, 0.17], [0.81, -3.10, 0.84], [0.63, -3.27, -3.14], [2.78, 0.93, 0.20], [-1.94, 3.97, -0.53], [-3.37, 3.34, -1.90], [-2.29, -0.81, 2.48], [-1.62, 1.33, -1.17], [4.02, 1.35, -0.57], [1.10, -4.35, -0.86], [-1.92, 1.61, -2.04], [1.18, -1.12, -2.48], [0.66, 0.02, 3.08], [-3.51, 1.36, -0.35], [1.28, -3.30, -1.09], [-2.83, 3.34, -0.59], [-2.17, 1.80, 0.76], [-2.50, -1.19, 1.12], [0.28, -1.41, -2.27], [1.62, 1.81, -1.17], [-3.43, -1.40, 0.98], [-2.57, 1.91, -0.25], [2.72, 1.60, 1.06]],
  "mulliken_charge": [-0.32, -0.52, 0.50, 0.44, -0.42, 0.34, 0.16, -0.27, 0.31, 0.61, 0.24, 0.09, 0.31, -0.43, 0.40, -0.51, 0.30, 0.35, 0.31, 0.21, 0.32, 0.03, 0.31, -0.53, -0.37, -0.44, -0.77, 0.40, 0.27, 0.27, 0.25, 0.25, -0.44, -0.53, 0.17, -0.43, -0.42, 0.19, 0.26, -0.13, 0.21]
}

Which structure is most stable, and how do the rest compare? From most to least stable: (2), (1).

(1)
{
  "formula": "C2H4O2",
  "method": "ωB97M-V with the def2-TZVPD basis set",
  "lumo_ev": [-0.672, -0.832],
  "homo_ev": [-10.32, -10.63],
  "homo_lumo_gap_ev": [9.652, 9.802],
  "symbols": ["C", "H", "C", "H", "H", "O", "O", "H"],
  "positions_angstrom": [[-0.56, 0.63, 0.89], [-1.06, -0.31, -1.03], [-0.13, -0.16, -0.36], [0.08, 1.13, 1.66], [0.81, 0.25, -0.80], [-1.76, 0.72, 1.10], [-3.34, 1.49, 1.96], [0.06, -1.12, 0.02]],
  "mulliken_charge": [0.07, 0.27, -0.79, 0.38, 0.29, -0.36, -0.11, 0.26]
}

(2)
{
  "formula": "C2H4O2",
  "method": "ωB97M-V with the def2-TZVPD basis set",
  "smiles": "C=O.C=O",
  "lumo_ev": 0.450,
  "homo_ev": -10.34,
  "homo_lumo_gap_ev": 10.790,
  "symbols": ["H", "O", "H", "C", "H", "O", "H", "C"],
  "positions_angstrom": [[-0.20, -0.59, 4.03], [0.06, -2.21, 2.83], [1.25, 0.59, -3.27], [0.26, 1.01, -3.00], [-0.53, -0.33, 2.17], [0.09, 2.07, -2.35], [-0.64, 0.49, -3.40], [-0.29, -1.03, 3.00]],
  "mulliken_charge": [0.21, -0.40, 0.22, -0.03, 0.21, -0.41, 0.22, -0.01]
}

(3)
{
  "formula": "C2H4O2",
  "method": "ωB97M-V with the def2-TZVPD basis set",
  "smiles": "COC=O",
  "lumo_ev": 0.907,
  "homo_ev": -10.70,
  "homo_lumo_gap_ev": 11.603,
  "symbols": ["O", "H", "H", "C", "C", "H", "H", "O"],
  "positions_angstrom": [[0.46, 0.75, -0.07], [0.82, -1.20, -0.61], [2.28, 0.07, -0.39], [1.36, -0.44, 0.01], [-0.85, 0.48, 0.09], [-1.42, 1.35, 0.12], [1.53, -0.73, 1.16], [-1.24, -0.72, -0.04]],
  "mulliken_charge": [-0.30, 0.30, 0.20, -0.48, 0.22, 0.40, 0.22, -0.55]
}

Which structure is most stable, and how do the rest compare? From most to least stable: (3), (2), (1).

(1)
{
  "formula": "C2H4O2",
  "method": "ωB97M-V with the def2-TZVPD basis set",
  "smiles": "C=O.C=O",
  "lumo_ev": 0.551,
  "homo_ev": -10.33,
  "homo_lumo_gap_ev": 10.879,
  "symbols": ["O", "C", "C", "O", "H", "H", "H", "H"],
  "positions_angstrom": [[-1.37, -2.80, -3.12], [-0.50, -3.62, -2.77], [0.53, 3.61, 2.77], [-0.27, 3.79, 1.82], [1.60, 3.41, 2.51], [0.42, -3.29, -2.22], [0.27, 3.61, 3.85], [-0.68, -4.71, -2.84]],
  "mulliken_charge": [-0.40, -0.03, -0.02, -0.41, 0.21, 0.21, 0.22, 0.21]
}

(2)
{
  "formula": "C2H4O2",
  "method": "ωB97M-V with the def2-TZVPD basis set",
  "smiles": "C=O.C=O",
  "lumo_ev": 0.521,
  "homo_ev": -10.35,
  "homo_lumo_gap_ev": 10.871,
  "symbols": ["H", "C", "O", "C", "H", "O", "H", "H"],
  "positions_angstrom": [[0.83, 4.88, 0.26], [1.31, 3.87, 0.18], [1.26, 2.95, 1.02], [2.29, 1.36, -5.08], [1.95, 3.69, -0.72], [3.44, 1.28, -4.76], [1.60, 2.06, -4.54], [1.86, 0.80, -5.95]],
  "mulliken_charge": [0.22, -0.01, -0.41, -0.05, 0.19, -0.37, 0.19, 0.23]
}

Which structure is most stable, and how do the rest compare? From most to least stable: (2), (1).